Density functional theory data (ωB97M-V/def2-TZVPD) for a 10-piece molecular cluster, C90H190N10O10 overall in a non-equilibrium geometry.

The geometry in XYZ format:
```
300
C90H190N10O10, DFT ωB97M-V/def2-TZVPD
C -0.717 11.499 1.586
H -5.404 9.801 0.485
H 9.693 1.736 -13.095
C 5.447 -8.909 -5.872
H 8.473 1.212 -8.101
H -0.442 -9.311 1.193
H 4.679 -5.042 4.892
H 6.584 -0.735 7.190
C -1.843 12.346 1.017
H 6.161 -9.730 -5.820
N 7.536 1.486 -11.354
C -0.291 2.279 14.086
H 1.952 -0.662 -2.416
H 6.456 3.655 -12.303
C 1.417 0.117 1.196
C 8.843 3.005 -9.197
C 3.158 -11.543 -9.222
C 3.094 -7.722 -8.606
H -5.667 -7.706 9.695
C -2.251 13.424 1.979
H -1.984 12.982 2.939
H -3.734 2.460 13.136
C -1.330 12.925 -0.320
H -0.786 0.688 1.207
H -0.285 -0.369 -0.074
H 2.513 -2.408 0.287
C -2.330 9.592 2.120
H 8.227 -3.836 8.699
C -4.951 -10.396 -1.166
C 1.139 -0.791 2.406
H -11.225 3.071 -4.274
H 5.631 -6.515 4.963
H -8.193 -0.639 -4.347
H 4.667 -8.863 -10.585
H 2.992 3.222 1.070
H 8.192 -5.840 7.159
H 2.389 9.990 -4.800
H 7.148 -8.846 -8.169
H -6.150 -5.647 6.372
H -4.283 -5.419 11.961
H -2.358 9.999 -6.023
H -0.098 10.938 0.887
N -3.009 11.449 0.642
C -1.283 -9.695 1.770
H -1.567 7.909 -8.745
N 4.652 -10.052 -7.858
H -0.288 2.554 11.446
H -0.917 7.057 -7.309
C -1.307 2.647 11.822
H -1.160 12.144 -1.061
H 8.285 -2.076 8.905
H -3.808 11.660 3.465
H 10.353 2.041 -11.464
H -4.386 -10.049 -2.032
C 1.275 9.075 -8.819
H 1.440 1.935 2.346
C 8.283 2.717 -11.674
H 5.119 -0.091 -1.533
C -3.256 -11.214 1.987
H 6.045 -10.992 -8.611
H -0.614 9.895 -9.323
C -1.657 6.831 12.728
O -8.161 2.548 -2.870
C -7.480 1.379 -4.919
H 3.181 8.719 -7.951
H 7.014 2.095 -8.394
H 0.261 -0.436 2.947
H 2.372 -11.592 -9.975
H -2.875 -12.235 1.992
C 1.632 6.985 -6.499
C -2.457 -10.350 0.986
H -9.730 3.778 -6.950
H -6.929 -2.770 8.500
C 6.329 -8.131 -8.093
H 6.253 -0.644 -10.399
H -3.317 13.649 1.949
H -4.127 -7.963 9.172
H 3.891 2.173 -1.115
H -0.171 1.196 14.054
H 6.344 -1.058 8.879
H -5.631 -9.512 2.036
C -1.686 10.340 -6.811
H -5.737 2.374 -3.950
H -1.187 11.241 -6.453
C -8.493 2.094 -7.149
H 8.823 4.607 -10.632
H 3.734 -7.381 -9.420
H 5.013 -1.379 7.725
C -4.560 -5.938 9.846
H -3.204 3.225 11.030
H -4.172 6.451 12.560
H -4.944 -12.286 1.065
H 5.238 -5.786 9.522
C -5.210 -7.072 7.601
H 6.112 -7.925 -9.141
H 9.907 0.325 -10.055
H -7.233 -6.215 7.549
H -4.006 -4.557 6.988
H -7.040 0.590 -6.937
C -8.165 4.557 -5.051
C -6.109 2.102 -4.938
C 4.370 -0.716 -1.045
O -2.729 -8.332 -0.367
C -3.069 -5.471 9.629
H 2.396 8.340 -4.236
C 5.567 -5.678 7.389
H 8.947 -0.930 -10.931
H 4.343 -6.819 -7.047
C -1.785 -11.290 -0.119
H -1.576 11.063 3.616
C 6.372 -4.961 6.265
H -4.415 4.665 12.547
H -7.952 -4.147 8.621
C -4.739 -6.215 11.373
C 2.716 2.279 0.599
C -4.296 11.049 2.705
C 3.756 -10.131 -9.058
C -1.403 7.964 -7.669
H 5.970 -2.466 4.853
C 0.073 9.809 -8.480
H 3.796 -12.423 -9.301
C -5.614 -8.179 -0.121
C -2.059 5.052 11.109
C 5.696 -5.427 4.971
H -2.103 7.497 11.990
H -4.570 8.454 1.379
H -0.450 13.526 -0.087
C -6.201 -5.883 7.435
C -5.539 -10.170 1.172
H -7.996 4.908 -6.069
O 6.745 -2.782 5.324
C 5.904 -5.293 8.814
H 2.056 -8.913 -9.924
C -7.898 0.947 -6.367
O 5.583 -11.024 -7.770
H -1.157 -12.008 0.409
C 2.157 1.379 1.742
C 6.463 0.143 -9.675
C -2.834 2.252 13.714
O 1.970 -1.758 -0.166
H 8.986 3.627 -8.313
C -9.600 2.843 -6.405
H -10.276 3.975 -3.156
H -1.975 13.702 -0.730
O -1.587 4.683 14.957
C 2.580 -9.072 -8.982
H -3.127 2.534 14.726
H -1.602 -8.838 2.363
H 2.948 0.634 -2.838
C 5.091 -8.751 -7.323
H -2.348 -6.225 9.946
C 3.898 -7.775 -7.322
H -5.508 -8.053 7.230
H -7.448 -3.570 6.999
H 7.817 4.485 -12.966
H 4.618 1.394 0.348
O 7.428 0.730 -12.486
H 4.489 -5.704 7.229
C 5.785 -3.680 8.920
C 1.613 8.492 -6.313
H -6.694 -8.298 -0.202
C 7.784 0.800 -10.026
C -3.510 10.397 1.553
H 0.069 1.425 -0.020
H -2.799 -5.294 8.588
C 6.091 -1.418 7.882
H -7.188 4.436 -4.583
H 5.655 0.871 -9.746
H 1.837 2.588 0.033
H -8.582 5.391 -4.486
H 3.625 8.966 -5.300
H 7.225 3.929 -10.175
C -4.898 -7.195 9.116
C -10.395 3.777 -4.221
C 8.256 3.697 -10.439
H 6.929 -5.548 9.083
C -4.767 -3.863 7.345
H -4.795 -11.473 -1.113
N -1.613 4.349 13.549
H 4.815 -1.086 -0.122
H -4.263 -7.147 11.679
H 5.878 -6.717 7.282
H -10.529 2.284 -6.521
O -5.366 -3.810 10.358
H 2.365 -6.995 -8.248
H 1.365 6.776 -7.535
N 0.235 8.968 -6.090
N 2.374 -0.577 0.352
H -4.356 -3.111 8.019
H 3.601 -10.078 -11.140
H 10.227 3.263 -12.704
O -4.126 12.192 0.068
H 6.483 0.724 -12.657
H -3.782 12.211 -0.828
H -5.964 -10.308 -1.560
C -7.324 0.000 -4.186
H -2.296 10.629 -7.667
H -5.798 -6.248 11.629
H 6.740 -7.319 -7.493
H -1.055 5.380 10.841
H 0.624 2.695 13.662
H 8.732 -2.773 7.347
C 0.039 0.481 0.525
C -0.682 9.177 -7.218
H -10.662 4.749 -4.635
C -2.253 5.399 12.649
H -1.952 7.303 13.665
N -8.555 2.159 -4.194
H 1.795 9.511 -9.673
H -0.283 2.507 15.152
C -1.498 2.925 13.371
H -5.204 -11.788 2.555
C -5.878 -4.614 8.137
H -6.205 -3.538 10.737
H 1.889 -0.822 3.196
C -4.748 -11.387 1.650
H -0.347 9.169 -4.385
H -2.647 1.180 13.765
C 3.160 0.107 -0.719
C 4.408 -9.910 -10.427
C 8.977 -0.244 -10.085
H -8.629 1.880 -2.363
H 6.357 -5.172 4.143
H -6.169 2.949 -5.622
H 5.804 -7.987 -5.414
H 2.579 -11.802 -8.336
H 5.204 -10.609 -10.683
H 4.752 -3.392 9.111
C 6.568 -2.877 7.789
H 2.925 1.066 2.450
H 2.327 10.181 -7.349
H 3.263 -8.052 -6.480
C -3.776 5.485 12.874
H -5.364 1.411 -5.331
C -7.135 -3.733 8.031
N -5.549 -4.925 9.548
H -5.498 -7.434 0.666
H -7.624 2.703 -7.397
H -0.773 -10.427 2.396
H 1.105 8.043 -9.126
C -2.162 3.501 10.871
C 9.701 2.423 -12.249
H -0.583 6.903 12.555
H 2.641 6.601 -6.347
C 2.237 9.120 -7.583
H -2.501 4.464 15.156
C 3.723 1.516 -0.262
C 2.550 8.960 -5.119
H 1.522 1.015 -1.903
H -8.982 1.786 -8.073
H -6.535 -10.540 0.926
H -4.333 -6.770 7.028
H -3.954 9.064 -0.057
H -1.956 3.314 9.817
C 7.464 3.493 -12.686
C 7.973 1.836 -8.842
H 8.041 -6.386 5.533
H -4.917 10.406 3.330
H 8.627 -4.840 5.834
H -1.857 14.436 1.883
H 1.810 -9.426 -8.296
H -2.778 -4.505 10.040
H 9.870 2.718 -9.424
H -1.648 1.628 11.639
C -9.151 3.311 -4.930
H 4.597 -9.200 -5.253
H -0.315 9.998 3.090
H -2.662 -7.528 0.153
H 0.270 10.865 -8.296
H -2.906 5.419 10.528
H -2.737 8.920 2.875
N 6.266 -3.478 6.444
O -0.410 8.411 -4.970
H 9.013 -0.875 -9.197
H -3.104 -10.926 3.027
C 7.850 -5.525 6.173
H -5.026 11.760 2.319
H 7.281 2.973 -13.626
N -3.355 -9.247 0.496
H -7.301 0.113 -3.102
H 4.082 -1.631 -1.562
H -3.933 5.511 13.952
H -2.662 -11.699 -0.619
H -0.075 12.290 1.974
H -1.929 9.036 1.273
H -6.457 -0.587 -4.485
H -5.265 -7.600 -0.976
C -4.794 -9.460 0.084
H -8.625 0.135 -6.387
C -1.198 10.533 2.742
H 0.805 -1.798 2.157
H 1.000 6.389 -5.841
C -4.458 9.400 0.849
H -1.157 -10.758 -0.833
C 2.322 0.283 -2.018
H 6.286 -3.407 9.849
C 8.065 -2.880 8.202
H 6.615 -0.309 -8.695
H -2.355 7.901 -7.142
H -5.088 -3.400 6.413
```

Computed properties:
ΔE to the lowest compared entry with this formula, charge and spin, kcal per mole: 174.5
Orbital gap, eV: 8.37
SMILES: CC1(C)CCCC(C)(C)N1O.CC1(C)CCCC(C)(C)N1O.CC1(C)CCCC(C)(C)N1O.CC1(C)CCCC(C)(C)N1O.CC1(C)CCCC(C)(C)N1O.CC1(C)CCCC(C)(C)N1O.CC1(C)CCCC(C)(C)N1O.CC1(C)CCCC(C)(C)N1O.CC1(C)CCCC(C)(C)N1O.CC1(C)CCCC(C)(C)N1O
LUMO level, eV: 0.29
HOMO level, eV: -8.1
Net charge: 0

Atom charges from the Mulliken analysis, given in e for atoms 1 to 8:
1. C -1.347
2. H 0.356
3. H 0.353
4. C -1.988
5. H 0.448
6. H 0.365
7. H 0.480
8. H 0.379



Density functional theory data (ωB97M-V/def2-TZVPD) for C16H17EuF6IN2O as an isolated structure in a non-equilibrium geometry.

The geometry in XYZ format:
```
44
C16H17EuF6IN2O, DFT ωB97M-V/def2-TZVPD
H 2.901 4.573 -0.445
F 1.378 -2.702 2.821
C 1.365 -2.006 -1.413
N -1.683 0.652 -1.258
Eu 0.615 1.199 -0.263
C -3.083 -0.568 -2.777
H 2.130 -3.942 -1.973
C 4.003 2.743 0.052
F -0.477 -2.483 4.009
H 2.066 3.552 0.699
H 2.137 -1.747 -0.679
H -2.454 2.395 -0.462
H 3.542 2.015 -0.627
C -2.671 1.561 -1.142
H 0.126 -4.491 -3.453
C 1.157 -0.071 3.666
C 0.209 -3.563 -2.862
C 1.308 -3.250 -2.056
C -1.333 -0.212 2.658
C -4.087 0.393 -2.693
F -0.566 -2.817 1.778
C 3.064 3.900 0.405
C -0.757 -1.409 -2.192
C -0.861 -2.661 -2.863
H -1.761 -2.891 -3.439
H 1.288 1.018 3.527
H 4.321 2.199 0.954
H 3.443 4.487 1.246
C 0.183 -0.612 2.577
O 0.661 -0.251 1.365
C -3.878 1.489 -1.849
I -0.477 3.980 0.383
H 4.910 3.115 -0.445
H -3.186 -1.407 -3.457
H 0.771 -0.355 4.656
N 0.408 -1.073 -1.569
F -2.041 -0.724 1.590
F -1.466 1.128 2.567
H -5.011 0.249 -3.259
C 0.113 -2.185 2.791
C -1.876 -0.425 -2.066
F -1.968 -0.576 3.825
H 2.140 -0.532 3.469
H -4.602 2.305 -1.796
```

Computed properties:
Multiplicity: 8
Orbital gap (spin up / spin down), eV: 6.53 / 7.07
LUMO level (spin up / spin down), eV: -0.87 / -0.87
HOMO level (spin up / spin down), eV: -7.4 / -7.9
Net charge: 0
⟨S²⟩: 15.760

Atom charges from the Mulliken analysis, given in e for atoms 1 to 8:
1. H 0.298
2. F -0.274
3. C -0.011
4. N 0.094
5. Eu 1.124
6. C -0.724
7. H 0.399
8. C -0.775



Density functional theory data (ωB97M-V/def2-TZVPD) for a 7-piece molecular cluster, C30H61BN7O11S overall in a non-equilibrium geometry.

The geometry in XYZ format:
```
111
C30H61BN7O11S, DFT ωB97M-V/def2-TZVPD
H 0.840 2.510 1.814
C -4.736 1.289 -0.074
H 5.458 3.851 -0.011
H 5.555 -2.863 -3.683
C -2.148 2.851 4.986
N 6.876 0.354 1.828
H -0.635 2.761 0.871
H 5.959 -4.237 -9.824
B -0.440 0.724 -0.494
H -7.555 4.717 0.119
H -4.366 2.989 -1.315
H 5.800 -0.125 3.546
C -6.238 1.496 0.147
H 4.170 -0.876 -4.184
O 2.331 -0.314 -2.797
H 3.589 -1.212 -10.189
H -3.804 -7.327 3.405
H 5.005 2.263 -1.728
O 0.373 0.904 0.595
C 4.578 -1.653 -10.060
H 1.075 0.503 -1.582
H -3.549 -2.584 3.561
H -1.602 3.467 -1.043
H 4.165 4.395 -1.112
H -5.129 -2.225 0.022
H -9.088 4.237 0.845
H -1.673 -0.954 2.379
N -2.846 -5.748 4.367
C -2.039 0.889 -0.347
H -6.439 1.295 2.339
N 3.566 1.847 -0.227
H 4.993 0.604 -1.097
O 5.125 -3.427 -6.954
C -0.869 3.493 5.463
N -2.653 1.909 -0.921
H -9.083 4.792 -0.824
H 5.329 -0.907 -10.320
C 3.519 3.033 0.416
H -3.833 1.959 5.531
H -0.615 1.667 2.293
H 7.480 -0.691 3.555
H -4.855 -5.943 3.760
C -0.051 2.010 1.418
O 0.102 0.413 -1.680
C 4.370 1.455 -1.378
C -6.840 2.441 -0.903
H 4.253 5.023 0.538
C 7.614 -0.300 0.892
O -1.913 2.790 -1.669
C -8.511 4.230 -0.083
C -3.848 -3.622 3.655
H -2.021 -6.210 4.716
H -4.147 -3.990 2.672
H 4.450 -3.189 -5.030
H -0.296 3.822 4.601
O -5.697 -1.740 0.641
C -4.035 -6.548 4.133
C -2.776 -0.019 0.378
N 4.750 -2.037 -8.669
H 1.368 -2.258 -1.536
C -4.932 -0.829 1.318
H -2.880 1.369 7.742
H -6.687 0.499 0.105
C -2.677 -4.415 4.177
H 3.681 1.154 -2.166
H -3.693 2.942 7.802
C 8.508 -1.421 1.362
H 9.026 -1.840 0.505
H -4.691 -3.678 4.345
O -2.420 2.755 3.793
H -6.779 2.000 -1.904
C 4.506 -2.965 -3.963
C 4.410 4.144 -0.080
H -8.596 2.135 0.248
H 2.941 1.159 0.168
N -3.001 2.374 5.921
H -6.263 3.372 -0.890
H 4.677 -2.505 -10.723
H 5.336 -5.324 -8.578
S -1.908 -1.391 1.118
C 6.824 0.120 3.260
O 2.762 3.177 1.373
C -4.137 0.175 0.519
H 1.828 -3.375 -2.827
H -8.977 2.570 -1.462
O -1.603 -3.885 4.423
H 9.250 -1.046 2.068
H 7.917 -2.209 1.830
O 7.543 0.021 -0.285
H -1.927 2.862 7.668
C -6.359 2.087 1.596
C 5.133 -4.414 -9.134
C 5.005 -3.268 -8.162
H 7.123 1.030 3.782
H 4.678 -1.320 -7.965
C -8.337 2.768 -0.606
H -5.418 2.614 1.797
C 2.199 -2.616 -2.138
C -2.857 2.393 7.367
H 2.947 -3.052 -1.475
O -4.896 -0.837 2.523
N 3.831 -1.698 -3.708
H 4.206 -4.546 -9.692
H 6.302 1.089 1.444
H 4.059 -3.776 -3.397
C -3.970 2.124 -0.802
H -7.141 2.839 1.673
H -1.088 4.361 6.086
H -4.336 -7.022 5.068
H -0.270 2.776 6.025
C 2.786 -1.456 -2.901
```

Computed properties:
ΔE to the lowest compared entry with this formula, charge and spin, kcal per mole: 22.2
Orbital gap, eV: 7.11
LUMO level, eV: -3.70
HOMO level, eV: -10.8
Net charge: +1

Atom charges from the Mulliken analysis, given in e for atoms 1 to 8:
1. H 0.431
2. C -0.536
3. H 0.356
4. H 0.252
5. C 0.829
6. N -0.058
7. H 0.141
8. H 0.383